{"formula": "C8H8N4", "method": "ωB97M-V/def2-TZVPD", "species": ["N", "C", "C", "N", "C", "C", "C", "C", "C", "C", "N", "N", "H", "H", "H", "H", "H", "H", "H", "H"], "xyz": [[-1.860, -2.479, -2.982], [-1.089, -1.511, -2.270], [-1.267, -1.149, -0.943], [-0.210, -0.278, -0.742], [0.261, 0.428, 0.393], [0.311, -0.186, 1.642], [0.690, 0.555, 2.771], [1.374, 1.728, 2.603], [1.491, 2.236, 1.329], [0.958, 1.592, 0.210], [0.524, -0.238, -1.822], [0.125, -1.064, -2.728], [-1.677, -2.519, -3.984], [-2.895, -2.305, -2.816], [-2.118, -1.250, -0.233], [-0.082, -1.195, 1.887], [0.678, 0.089, 3.723], [1.728, 2.275, 3.427], [2.033, 3.229, 1.306], [1.026, 2.042, -0.771]], "nbo_charge": [-0.818, 0.240, -0.171, -0.160, 0.131, -0.218, -0.197, -0.215, -0.192, -0.208, -0.048, -0.261, 0.389, 0.375, 0.235, 0.226, 0.212, 0.214, 0.219, 0.244], "orbital_gap_ha": 0.3406, "lumo_ev": 0.85, "de_lowest_kcal_mol": 43.09, "homo_energy_ev": -8.4}